Entry 1:
Here is a cluster of 2 separate species, C3H8N2 in total in a non-equilibrium geometry from the OMol25 dataset. Energies are from ωB97M-V/def2-TZVPD.

Computed properties:
SMILES = C=NC.C=N
HOMO = -9.774 eV
molar mass = 72.1 Da
ΔE to the lowest compared entry with this formula, charge and spin = 76.3 kcal/mol
Kohn-Sham gap = 10.8 eV

Last column: natural (NBO) charge in e.
Cartesian coordinates (Å):
C  -0.0213  0.4524  2.6337  -0.050
N  0.6658  1.0662  1.7614  -0.594
H  0.1234  0.7190  3.6785  0.164
H  -0.7153  -0.3411  2.3423  0.140
H  0.1930  1.0316  0.8580  0.339
C  -0.2601  -1.5351  -1.0298  -0.459
C  -0.4641  0.5541  -1.9753  -0.065
N  0.3528  -0.2837  -1.4969  -0.384
H  -0.8259  -1.4279  -0.1020  0.190
H  -0.9184  -1.9580  -1.7860  0.196
H  0.5460  -2.2327  -0.8365  0.210
H  -0.1244  1.3217  -2.6630  0.181
H  -1.5411  0.3880  -1.8631  0.133

Force components x, y, z for each atom (eV/Å):
C 0.5 0.1 -0.7
N -1.0 1.2 0.5
H 0.3 -0.6 0.1
H -0.5 0.3 0.4
H 0.8 -1.0 -0.4
C 0.4 0.2 0.5
C 0.0 -0.8 -0.3
N -0.3 -0.1 -0.7
H 0.0 0.2 0.1
H 0.0 0.0 -0.1
H 0.0 -0.2 0.0
H 0.1 0.5 0.6
H -0.1 0.2 -0.2

Entry 2:
Here is an isolated molecule of C3H8N2 in a non-equilibrium geometry from the OMol25 dataset. Energies are from ωB97M-V/def2-TZVPD.

Computed properties:
SMILES = [H]/N=C\N(C)C
HOMO = -8.577 eV
molar mass = 72.1 Da
ΔE to the lowest compared entry with this formula, charge and spin = 102.2 kcal/mol
Kohn-Sham gap = 9.5 eV

Last column: natural (NBO) charge in e.
Cartesian coordinates (Å):
C  -1.6144  -0.1103  0.3328  -0.404
C  0.7569  -0.9442  -0.6897  -0.415
C  0.4125  1.1784  0.4927  0.282
H  -2.0652  -0.8534  -0.4177  0.215
H  -2.4063  0.7190  0.0821  0.211
H  -1.6170  -0.2722  1.3051  0.184
H  1.3926  -0.6239  -1.5306  0.209
H  -0.0583  -1.4924  -1.0024  0.200
H  1.3420  -1.6762  -0.1566  0.205
H  -0.1992  1.6045  1.4468  0.178
H  2.5272  0.9830  -0.2205  0.362
N  -0.2373  0.1036  -0.1426  -0.464
N  1.7664  1.3841  0.5005  -0.765

Force components x, y, z for each atom (eV/Å):
C -1.3 0.5 -7.3
C -2.1 1.2 -0.6
C 4.3 -1.4 1.9
H 0.6 0.1 1.9
H 2.1 -0.6 0.5
H -0.5 -1.5 4.4
H -0.8 0.4 0.3
H -1.0 -2.3 -2.0
H 0.2 0.7 1.7
H 1.5 -0.3 -2.7
H -3.2 0.5 1.7
N 2.9 2.7 1.1
N -2.7 0.1 -1.0

Entry 3:
Here is an isolated molecule of C3H8N2 in a non-equilibrium geometry from the OMol25 dataset. Energies are from ωB97M-V/def2-TZVPD.

Computed properties:
SMILES = [H]/N=C\NCC
HOMO = -8.960 eV
molar mass = 72.1 Da
ΔE to the lowest compared entry with this formula, charge and spin = 74.7 kcal/mol
Kohn-Sham gap = 9.9 eV

Last column: natural (NBO) charge in e.
Cartesian coordinates (Å):
C  1.4900  0.3083  0.5587  -0.648
C  0.4376  -0.8213  0.6794  -0.218
C  -1.2712  0.6918  -0.4607  0.290
H  1.0731  1.2812  1.0232  0.226
H  1.7444  0.3682  -0.6169  0.224
H  2.4246  -0.1596  1.0903  0.223
H  1.0561  -1.8092  0.3456  0.210
H  -0.0167  -1.0307  1.8145  0.202
H  -0.9900  -1.4256  -1.0963  0.391
H  -1.1729  1.3132  0.5001  0.146
H  -2.0450  0.6581  -2.2245  0.327
N  -0.7647  -0.5794  -0.2631  -0.672
N  -1.9655  1.2048  -1.3505  -0.701

Force components x, y, z for each atom (eV/Å):
C 0.5 -0.8 -0.5
C -0.8 -1.8 0.3
C 0.6 -0.5 3.4
H 1.3 -1.5 -1.0
H -0.5 0.3 2.8
H -1.5 1.6 -0.8
H -2.1 2.1 0.7
H 1.4 0.7 -2.9
H 1.1 3.7 3.3
H 0.2 -0.8 -1.2
H 0.0 0.0 0.7
N 0.7 -3.6 -2.4
N -0.8 0.5 -2.3

Entry 4:
Here is an isolated molecule of C3H8N2O in a non-equilibrium geometry from the OMol25 dataset. Energies are from ωB97M-V/def2-TZVPD.

Computed properties:
SMILES = C[C@H](N)C(N)=O
HOMO = -9.303 eV
molar mass = 88.1 Da
ΔE to the lowest compared entry with this formula, charge and spin = 26.6 kcal/mol
Kohn-Sham gap = 10.1 eV

Last column: natural (NBO) charge in e.
Cartesian coordinates (Å):
N  -1.3873  -1.0980  -0.4676  -0.855
C  0.0704  -0.7439  -0.2763  -0.138
C  0.7749  -0.5176  -1.6165  -0.640
C  0.2104  0.5737  0.5780  0.654
N  -0.5443  0.6352  1.6828  -0.806
O  1.0257  1.4645  0.2806  -0.632
H  -1.5582  -0.5281  -1.3591  0.368
H  -1.4264  -2.2090  -0.5760  0.373
H  0.6029  -1.5278  0.3475  0.203
H  0.4280  0.4632  -1.9927  0.231
H  1.8165  -0.5254  -1.3644  0.228
H  0.7243  -1.4557  -2.2458  0.212
H  -0.5104  1.5024  2.2456  0.400
H  -1.0956  -0.0693  2.0827  0.403

Force components x, y, z for each atom (eV/Å):
N 1.3 -1.3 -0.7
C -0.3 0.0 0.8
C 0.1 -1.4 0.7
C 1.5 0.2 -1.0
N 0.3 2.4 1.1
O -1.5 -1.3 0.3
H -0.5 -2.0 1.4
H -0.1 3.5 -0.5
H -0.7 0.6 -0.8
H 0.4 -0.8 -0.5
H 0.8 0.8 -0.2
H -0.7 1.3 0.2
H 0.3 -0.9 -0.8
H -0.7 -1.2 -0.2

> Which value of Kohn-Sham gap does entry 1 give?

10.8 eV

> molar mass of number 3 (C3H8N2)?

72.1 Da

> Number 4 is which compound?

C3H8N2O

> The highest Kohn-Sham gap belongs to which entry?

number 1